# 1
Below is the molecule C4H5F2NO at a distorted geometry, with properties calculated with ωB97M-V with the def2-TZVPD basis set.

ORCA input file:
```
! wB97M-V def2-TZVPD RIJCOSX def2/J DEFGRID3
* xyz 0 1
C 1.463 -0.560 0.333
C 0.051 -0.243 0.716
C -1.534 0.237 -0.945
C -0.382 0.847 -0.181
H 2.142 0.314 0.451
H 1.697 -1.396 0.978
H 1.521 -0.738 -0.672
H -0.057 0.103 1.785
H -2.372 0.677 -1.596
N -1.592 -1.024 -0.685
O -0.764 -1.394 0.411
F -0.691 1.951 0.471
F 0.518 1.224 -1.065
*
```

Output
DFT total energy   -13199.1221 eV
ΔE to the lowest compared entry with this formula, charge and spin   38.93 kcal per mole
HOMO   -10.42 eV
SMILES string   C[C@@H]1ON=CC1(F)F
Kohn-Sham gap   11.359 eV

# 2
Below is a structure of composition C23H24ClN3OPTm at a distorted geometry, with properties calculated with ωB97M-V with the def2-TZVPD basis set.

ORCA input file:
```
! wB97M-V def2-TZVPD RIJCOSX def2/J DEFGRID3
* xyz 2 3
Tm 0.173 0.865 2.447
Cl -0.275 2.158 4.456
P -0.221 1.051 -0.334
C -1.590 0.207 -1.209
C -1.414 -0.591 -2.367
C -2.533 -1.145 -2.998
C -3.808 -0.957 -2.430
C -3.990 -0.245 -1.228
C -2.889 0.321 -0.598
C -0.445 2.826 -0.656
C 0.403 3.698 0.066
C 0.231 5.068 -0.093
C -0.782 5.565 -0.933
C -1.649 4.688 -1.609
C -1.498 3.312 -1.452
C 1.362 0.632 -1.174
C 2.448 0.149 -0.372
C 3.678 -0.072 -0.978
C 3.837 0.206 -2.354
C 2.793 0.733 -3.134
C 1.552 0.970 -2.535
H 1.198 3.308 0.713
H 0.897 5.762 0.418
H -0.903 6.641 -1.069
H -2.437 5.071 -2.263
H -2.157 2.608 -1.954
H -0.401 -0.703 -2.765
H -2.389 -1.715 -3.940
H -4.672 -1.381 -2.933
H -4.992 -0.104 -0.796
H -3.006 0.907 0.324
H 2.309 -0.039 0.711
H 4.517 -0.468 -0.387
H 4.794 0.014 -2.829
H 2.909 0.961 -4.211
H 0.707 1.400 -3.081
H -0.338 -5.496 -4.189
H 0.413 -5.463 -4.157
C 2.737 -2.907 4.487
N 1.518 -2.618 3.717
C 0.586 -3.640 3.548
C -0.593 -3.475 2.889
C -0.881 -2.206 2.414
N 0.052 -1.263 2.571
C 1.262 -1.417 3.188
O 1.890 -0.322 3.169
N -2.025 -1.790 1.836
H 3.349 -2.010 4.519
H 3.278 -3.732 4.016
H 2.460 -3.232 5.494
H 0.892 -4.576 3.998
H -1.345 -4.241 2.777
H -2.740 -2.498 1.699
H -2.276 -0.816 1.570
*
```

Output
DFT total energy   -82087.4797 eV
HOMO (spin up / spin down)   -14.28 / -14.28 eV
⟨S²⟩   2.0022
Kohn-Sham gap (spin up / spin down)   7.186 / 7.219 eV

# 3
Below is a structure of composition C16H26N10O6P2Pd, with properties calculated with ωB97M-V with the def2-TZVPD basis set.

ORCA input file:
```
! wB97M-V def2-TZVPD RIJCOSX def2/J DEFGRID3
* xyz -2 1
Pd 0.259 -0.218 -0.394
N 1.145 2.851 2.637
C 1.848 1.512 2.544
C 3.061 1.525 3.469
P 2.412 1.399 0.776
O 3.267 2.799 0.727
O 1.203 1.693 -0.100
O 3.339 0.262 0.615
P 0.540 0.410 3.323
O -0.704 0.615 2.313
O 0.198 1.213 4.549
O 1.002 -1.001 3.382
H 1.774 3.645 2.510
H 0.654 2.834 3.548
H 0.461 2.900 1.875
H 3.788 2.278 3.155
H 3.535 0.547 3.409
H 2.754 1.703 4.502
H 2.725 3.495 0.323
H -0.459 0.232 1.409
C -3.037 2.106 0.206
N -3.669 0.880 -0.249
C -4.750 0.763 -1.081
C -4.947 -0.580 -1.244
N -4.008 -1.290 -0.537
C -3.263 -0.374 0.043
H -3.722 2.668 0.843
H -2.732 2.702 -0.651
H -2.152 1.840 0.782
H -5.248 1.625 -1.490
H -5.700 -1.072 -1.838
H -2.394 -0.539 0.661
N -1.273 3.135 -2.565
C -0.763 4.066 -2.106
C -0.158 5.206 -1.530
C -0.335 6.475 -2.124
N -0.478 7.516 -2.609
C 0.602 5.103 -0.359
N 1.223 5.020 0.618
C 1.439 -2.652 0.507
N 0.103 -2.337 -0.080
C -0.927 -2.773 0.891
N -0.821 -4.207 1.184
C 0.519 -4.465 1.720
N 1.571 -4.090 0.774
C 1.362 -4.822 -0.468
N 0.045 -4.569 -1.064
C -0.068 -3.126 -1.311
C -0.970 -4.938 -0.071
H 1.543 -2.091 1.436
H 2.209 -2.324 -0.189
H -1.911 -2.579 0.464
H -0.786 -2.203 1.810
H 0.607 -5.532 1.949
H 0.650 -3.882 2.633
H 1.455 -5.895 -0.273
H 2.133 -4.527 -1.185
H -1.052 -2.905 -1.727
H 0.700 -2.820 -2.024
H -0.889 -6.011 0.129
H -1.959 -4.727 -0.485
*
```

Output
DFT total energy   -66264.4827 eV
ΔE to the lowest compared entry with this formula, charge and spin   0.00 kcal per mole
HOMO   -1.44 eV
Kohn-Sham gap   6.042 eV

# 4
Below is a structure of composition C11H10BrCdNO at a distorted geometry, with properties calculated with ωB97M-V with the def2-TZVPD basis set.

ORCA input file:
```
! wB97M-V def2-TZVPD RIJCOSX def2/J DEFGRID3
* xyz -2 1
C -1.601 -0.794 0.914
C -2.284 -1.395 2.021
C -2.917 -0.351 2.773
H -2.339 -2.466 2.163
C -2.579 0.870 2.157
C -1.798 0.607 0.979
H -1.404 1.319 0.267
H -1.067 -1.311 0.115
H -3.553 -0.460 3.663
H -2.890 1.859 2.445
Cd 1.861 -0.343 -0.137
Br 2.000 -2.998 0.267
C 2.407 0.780 -2.033
C 1.291 1.571 -2.471
C 0.331 0.703 -3.031
H 1.232 2.652 -2.392
C 0.833 -0.626 -2.983
C 2.142 -0.584 -2.442
H 2.866 -1.391 -2.422
H 3.359 1.128 -1.637
H -0.630 0.997 -3.450
H 0.338 -1.528 -3.328
O 0.912 0.475 3.912
C 1.468 0.563 2.854
N 2.023 0.723 1.795
*
```

Output
DFT total energy   -89713.7097 eV
ΔE to the lowest compared entry with this formula, charge and spin   0.00 kcal per mole
HOMO   0.16 eV
Kohn-Sham gap   5.285 eV

# 5
Below is a structure of composition C34H48GdN3P at a distorted geometry, with properties calculated with ωB97M-V with the def2-TZVPD basis set.

ORCA input file:
```
! wB97M-V def2-TZVPD RIJCOSX def2/J DEFGRID3
* xyz -1 8
Gd 0.571 -0.510 0.924
N 0.024 -2.324 2.447
N 0.812 -2.496 -0.850
C 2.291 1.570 0.271
C 3.123 0.450 0.568
C 2.901 0.076 1.927
C 3.563 -1.057 2.629
H 4.144 -1.669 1.925
H 2.835 -1.721 3.123
H 4.263 -0.698 3.402
C 1.954 0.991 2.493
C 1.463 0.960 3.899
H 2.125 1.533 4.570
H 1.429 -0.068 4.292
H 0.453 1.387 3.997
C 1.575 1.920 1.460
C 0.665 3.089 1.594
H -0.163 2.896 2.289
H 0.238 3.374 0.623
H 1.199 3.978 1.973
C 4.109 -0.202 -0.332
H 5.091 -0.311 0.158
H 4.261 0.372 -1.257
H 3.784 -1.215 -0.622
C 2.210 2.293 -1.028
H 1.170 2.390 -1.372
H 2.757 1.762 -1.814
H 2.633 3.310 -0.959
C -0.786 -2.613 3.487
H -0.881 -1.842 4.261
C -1.472 -3.819 3.556
H -2.121 -4.002 4.411
C -1.356 -4.738 2.508
H -1.944 -5.661 2.523
C -0.484 -4.473 1.469
H -0.316 -5.170 0.642
C 0.235 -3.263 1.461
C 1.201 -2.894 0.433
H 2.283 -2.949 0.621
C 0.732 -1.155 -1.244
C 0.561 -3.332 -1.951
H 0.542 -4.395 -1.845
C 0.428 -2.535 -3.017
H 0.246 -2.783 -4.046
N 0.575 -1.220 -2.582
C 0.643 -0.070 -3.421
C 1.861 0.253 -4.039
C 1.916 1.388 -4.855
H 2.854 1.633 -5.362
C 0.792 2.197 -5.037
C 0.849 3.405 -5.930
H 0.813 4.331 -5.340
H -0.006 3.419 -6.618
H 1.774 3.402 -6.515
C -0.397 1.877 -4.375
H -1.278 2.511 -4.511
C -0.492 0.739 -3.568
C -1.786 0.379 -2.911
H -2.199 -0.562 -3.302
H -2.524 1.166 -3.106
H -1.704 0.274 -1.818
C 3.094 -0.579 -3.864
H 3.168 -1.352 -4.642
H 3.160 -1.080 -2.892
H 3.984 0.058 -3.965
C -3.846 -2.104 1.569
C -3.816 -0.707 0.949
P -2.285 0.259 1.218
C -2.644 1.826 0.292
C -3.415 2.960 0.974
C -2.324 0.725 3.001
C -3.679 0.849 3.693
H -3.673 -2.095 2.655
H -4.832 -2.559 1.399
H -3.102 -2.763 1.102
H -3.935 -0.794 -0.143
H -4.657 -0.103 1.318
H -1.665 2.208 -0.045
H -3.184 1.516 -0.616
H -2.877 3.387 1.833
H -3.546 3.776 0.248
H -4.422 2.662 1.296
H -1.705 -0.023 3.526
H -1.785 1.681 3.076
H -4.256 -0.086 3.694
H -3.501 1.113 4.745
H -4.296 1.652 3.268
*
```

Output
DFT total energy   -70625.7813 eV
HOMO (spin up / spin down)   -0.35 / -1.51 eV
⟨S²⟩   15.8761
Kohn-Sham gap (spin up / spin down)   2.785 / 3.928 eV

# 6
Below is the molecule C21H20N4OS2, with properties calculated with ωB97M-V with the def2-TZVPD basis set.

ORCA input file:
```
! wB97M-V def2-TZVPD RIJCOSX def2/J DEFGRID3
* xyz 0 1
O 3.761 2.694 1.216
C 3.049 2.275 0.327
N 2.734 0.980 0.158
H 2.137 0.716 -0.615
C 3.311 -0.080 0.960
C 4.161 -0.976 0.124
C 5.500 -0.898 -0.104
C 5.968 -1.887 -0.998
C 4.976 -2.696 -1.444
S 3.448 -2.273 -0.780
H 5.041 -3.522 -2.124
H 6.997 -1.987 -1.293
H 6.131 -0.160 0.358
H 2.502 -0.650 1.429
H 3.916 0.408 1.729
C 2.442 3.215 -0.707
H 2.374 4.221 -0.292
H 3.092 3.241 -1.583
S 0.814 2.699 -1.320
C -0.154 2.920 0.238
C -1.493 2.321 0.059
C -1.835 0.983 0.174
N -3.151 0.876 -0.167
N -3.652 2.065 -0.507
C -2.680 2.939 -0.374
H -2.847 3.975 -0.587
C -3.963 -0.269 -0.218
C -3.791 -1.325 0.669
C -4.616 -2.432 0.576
C -5.616 -2.485 -0.380
C -5.801 -1.418 -1.245
C -4.977 -0.312 -1.169
H -5.105 0.532 -1.829
H -6.586 -1.450 -1.985
H -6.256 -3.352 -0.445
H -4.478 -3.253 1.262
H -3.034 -1.287 1.437
N -1.041 -0.101 0.525
C -0.745 -1.165 -0.278
C 0.030 -2.038 0.431
C 0.207 -1.488 1.719
C -0.457 -0.294 1.746
H -0.576 0.424 2.533
H 0.746 -1.932 2.533
H 0.433 -2.963 0.073
H -1.105 -1.208 -1.287
H 0.411 2.428 1.029
H -0.221 3.991 0.427
*
```

Output
DFT total energy   -51779.9679 eV
ΔE to the lowest compared entry with this formula, charge and spin   5.31 kcal per mole
HOMO   -8.77 eV
SMILES string   O=C(CSCc1cnn(-c2ccccc2)c1-n1cccc1)NCc1cccs1
Kohn-Sham gap   9.369 eV

# 7
Below is the ion C13H25N4O2 with charge +1 at a distorted geometry, with properties calculated with ωB97M-V with the def2-TZVPD basis set.

ORCA input file:
```
! wB97M-V def2-TZVPD RIJCOSX def2/J DEFGRID3
* xyz 1 1
C 5.600 0.274 1.377
C 5.280 -1.163 0.932
C 4.590 -1.215 -0.442
C 3.397 -0.245 -0.534
N 2.403 -0.801 -1.503
C 1.106 -0.228 -1.309
C 0.056 -1.085 -1.045
C -1.190 -0.504 -0.900
C -2.389 -1.345 -0.650
C -3.117 -1.092 0.730
O -3.003 -2.263 1.514
C -4.627 -0.939 0.459
N -5.371 -0.348 1.574
C -1.204 0.923 -1.044
C -2.534 1.658 -0.937
C -2.557 2.570 0.313
O -2.882 3.896 -0.065
N -0.182 1.698 -1.257
N 0.987 1.082 -1.390
H 6.162 0.788 0.594
H 4.697 0.862 1.566
H 6.167 0.258 2.307
H 4.693 -1.682 1.694
H 6.242 -1.674 0.852
H 4.194 -2.223 -0.576
H 5.335 -1.002 -1.210
H 3.813 0.690 -0.933
H 2.943 -0.082 0.443
H 2.711 -0.612 -2.453
H 0.195 -2.152 -0.959
H -2.162 -2.406 -0.735
H -3.101 -1.121 -1.452
H -2.694 -0.203 1.208
H -2.261 -2.197 2.123
H -5.035 -1.942 0.309
H -4.821 -0.324 -0.420
H -5.195 0.649 1.602
H -5.055 -0.784 2.433
H -3.375 0.979 -1.006
H -2.602 2.328 -1.797
H -1.538 2.593 0.715
H -3.224 2.217 1.106
H -2.255 4.511 0.322
H 1.805 1.657 -1.556
*
```

Output
DFT total energy   -23934.0983 eV
ΔE to the lowest compared entry with this formula, charge and spin   42.55 kcal per mole
HOMO   -11.98 eV
SMILES string   CCCCNc1cc(C[C@H](O)CN)c(CCO)n[nH+]1
Kohn-Sham gap   7.315 eV

# 8
Below is the molecule C3H5N3S at a distorted geometry, with properties calculated with ωB97M-V with the def2-TZVPD basis set.

ORCA input file:
```
! wB97M-V def2-TZVPD RIJCOSX def2/J DEFGRID3
* xyz 0 1
C 0.539 0.911 -0.073
C 0.103 -1.478 -0.355
C -1.699 0.071 0.184
N 1.766 0.781 0.004
N -0.335 -0.249 -0.159
N 2.766 0.297 -0.420
S 3.999 -0.259 0.277
H -0.068 1.785 0.013
H -0.894 -2.063 -0.309
H -1.934 -0.094 1.270
H -2.047 1.030 -0.167
H -2.197 -0.732 -0.266
*
```

Output
DFT total energy   -18491.4180 eV
ΔE to the lowest compared entry with this formula, charge and spin   149.43 kcal per mole
HOMO   -7.96 eV
Kohn-Sham gap   7.703 eV

# 9
Below is a cluster of 2 separate species, CH5NOS in total at a distorted geometry, with properties calculated with ωB97M-V with the def2-TZVPD basis set.

ORCA input file:
```
! wB97M-V def2-TZVPD RIJCOSX def2/J DEFGRID3
* xyz 0 1
S -5.391 4.010 3.690
H -4.401 4.555 4.323
H -4.799 4.309 2.433
C 2.844 -1.818 -2.109
N 2.089 -2.566 -1.219
O 3.450 -0.767 -1.872
H 2.759 -2.228 -3.131
H 1.770 -2.013 -0.325
H 1.679 -3.482 -1.789
*
```

Output
DFT total energy   -15489.9862 eV
ΔE to the lowest compared entry with this formula, charge and spin   26.14 kcal per mole
HOMO   -9.82 eV
SMILES string   NC=O.S
Kohn-Sham gap   10.517 eV

# 10
Below is a structure of composition C38H34KN7P at a distorted geometry, with properties calculated with ωB97M-V with the def2-TZVPD basis set.

ORCA input file:
```
! wB97M-V def2-TZVPD RIJCOSX def2/J DEFGRID3
* xyz -1 1
K -0.336 0.770 0.139
C 3.198 -1.417 2.710
C 2.183 -0.485 2.397
N 1.020 -0.848 1.976
C 0.705 -2.177 1.972
C 1.644 -3.171 2.325
C 2.939 -2.744 2.678
C 1.283 -4.544 2.282
C 0.021 -4.890 1.952
C -0.887 -3.952 1.497
C -0.600 -2.600 1.480
N -1.418 -1.652 0.975
C -2.756 -1.766 1.090
C -3.448 -2.525 2.033
C -4.859 -2.553 2.054
C -5.652 -1.821 1.222
C -4.998 -0.968 0.282
C -5.684 -0.093 -0.617
C -5.007 0.706 -1.481
C -3.601 0.615 -1.495
N -2.909 -0.177 -0.726
C -3.574 -0.958 0.182
H 4.174 -1.051 3.013
H 2.379 0.591 2.368
H 3.729 -3.471 2.883
H 2.027 -5.291 2.610
H -0.239 -5.942 1.937
H -1.867 -4.269 1.154
H -2.898 -3.134 2.754
H -5.340 -3.210 2.780
H -6.749 -1.853 1.252
H -6.767 -0.124 -0.620
H -5.502 1.347 -2.191
H -3.098 1.289 -2.185
C 2.079 1.683 -5.254
C 0.952 2.348 -4.791
C 0.800 2.586 -3.424
C 1.806 2.208 -2.511
C 2.932 1.549 -3.013
C 3.050 1.270 -4.347
N 1.603 2.470 -1.182
C 2.279 3.443 -0.605
C 3.160 4.370 -1.312
C 3.761 5.406 -0.631
C 3.642 5.597 0.771
C 2.866 4.710 1.467
C 2.152 3.704 0.800
N 1.245 2.936 1.457
N 1.077 3.179 2.674
C 0.111 2.294 3.226
C 0.404 1.813 4.481
C -0.424 0.886 5.087
C -1.549 0.503 4.401
C -1.786 1.039 3.142
N -0.969 1.922 2.533
H 2.221 1.478 -6.323
H 0.186 2.677 -5.478
H -0.080 3.120 -3.076
H 3.679 1.234 -2.296
H 3.923 0.774 -4.731
H 3.286 4.263 -2.391
H 4.373 6.076 -1.244
H 4.152 6.412 1.282
H 2.751 4.799 2.551
H 1.335 2.114 4.985
H -0.145 0.498 6.074
H -2.261 -0.180 4.830
H -2.601 0.688 2.525
C 0.407 -1.688 -4.676
P -0.100 -1.300 -2.944
C -1.221 -2.710 -2.580
C 1.412 -1.838 -2.059
H 0.749 -2.714 -4.813
H 1.244 -1.009 -4.949
H -0.447 -1.479 -5.324
H -0.699 -3.666 -2.712
H -2.112 -2.719 -3.200
H -1.498 -2.618 -1.537
H 1.823 -2.767 -2.441
H 1.161 -1.955 -0.999
H 2.161 -1.040 -2.129
*
```

Output
DFT total energy   -76005.0641 eV
ΔE to the lowest compared entry with this formula, charge and spin   3.22 kcal per mole
HOMO   -3.79 eV
Kohn-Sham gap   6.202 eV

# 11
Below is the molecule C3H5NO2 at a distorted geometry, with properties calculated with ωB97M-V with the def2-TZVPD basis set.

ORCA input file:
```
! wB97M-V def2-TZVPD RIJCOSX def2/J DEFGRID3
* xyz 0 1
N -0.469 -0.490 -0.620
C -1.057 0.511 -1.274
O -0.683 1.645 -1.040
C 0.667 0.399 0.371
C 0.757 -0.669 1.375
O 0.323 -0.574 2.495
H -0.783 -1.472 -0.790
H -1.848 0.309 -2.011
H 0.424 1.376 0.852
H 1.514 0.563 -0.300
H 1.155 -1.600 0.942
*
```

Output
DFT total energy   -8774.8718 eV
ΔE to the lowest compared entry with this formula, charge and spin   65.10 kcal per mole
HOMO   -9.93 eV
SMILES string   O=CCNC=O
Kohn-Sham gap   10.409 eV

# 12
Below is a cluster of 8 separate species, C4H23NO8 in total at a distorted geometry, with properties calculated with ωB97M-V with the def2-TZVPD basis set.

ORCA input file:
```
! wB97M-V def2-TZVPD RIJCOSX def2/J DEFGRID3
* xyz 0 1
N -1.815 0.116 0.711
C -0.957 -0.908 0.647
C -1.487 -2.325 0.498
C -2.408 -2.649 1.676
C -2.065 -2.626 -0.872
O 0.259 -0.744 0.724
H -2.771 -0.198 0.820
H -1.589 1.029 1.067
H -0.649 -2.984 0.681
H -1.838 -2.475 2.592
H -3.280 -2.007 1.879
H -2.877 -3.628 1.587
H -2.333 -3.685 -0.858
H -1.352 -2.514 -1.690
H -2.974 -2.114 -1.187
H 1.498 -0.105 -3.501
H 2.782 0.713 -3.560
O 1.934 0.597 -4.001
H -2.939 1.589 -0.829
H -4.078 2.460 -0.438
O -3.196 2.204 -0.131
H 1.497 2.556 -1.250
H 1.060 2.096 -2.681
O 1.672 2.662 -2.198
H 1.352 2.504 1.733
H 0.086 3.030 1.001
O 1.025 2.857 0.872
H 1.959 0.603 2.563
H 2.858 1.379 3.268
O 1.927 1.472 2.995
H 2.723 -1.089 0.522
H 1.813 -0.478 1.461
O 2.777 -0.456 1.250
H 1.484 -0.642 -1.207
H 0.762 -1.991 -1.101
O 1.377 -1.495 -1.644
*
```

Output
DFT total energy   -22391.7083 eV
ΔE to the lowest compared entry with this formula, charge and spin   3.11 kcal per mole
HOMO   -10.16 eV
SMILES string   CC(C)C(N)=O.O.O.O.O.O.O.O
Kohn-Sham gap   10.188 eV